(1)
Formula: C27H44Cl2F2INO10P
Source: OMol25
Level of theory: the ωB97M-V functional and the def2-TZVPD basis

Cartesian coordinates (Å):
1 C -4.90538 2.86634 4.12523
2 C -5.04284 1.58293 3.30381
3 C -3.88628 0.60941 3.55601
4 C -3.41452 -0.24728 2.37172
5 C -2.21407 0.21832 1.53907
6 F -1.53641 1.08755 2.34283
7 C -2.57213 1.17611 0.29810
8 I -2.79622 3.29160 1.09130
9 C -3.95404 0.98252 -0.34835
10 C -4.42639 2.12586 -1.23813
11 O -5.55239 2.55371 -1.11468
12 O -3.59287 2.57576 -2.19837
13 O -1.50964 1.45208 -0.55337
14 C -0.66549 0.36864 -0.96439
15 C -1.44909 -0.37164 -2.07108
16 O -1.75056 0.57457 -3.07500
17 C -2.85303 0.15055 -3.84734
18 C 0.47295 1.04377 -1.76804
19 C 0.28444 2.54238 -2.00938
20 O 0.01714 2.97798 -3.10216
21 Cl 0.55935 3.69190 -0.67118
22 C -0.13675 -0.49972 0.24756
23 C 0.53245 -1.66615 -0.48600
24 C 1.31438 -2.81092 0.18802
25 C 2.81987 -2.70443 0.38414
26 C 3.59658 -2.29626 -0.86941
27 C 5.07337 -2.24682 -0.50359
28 C 5.96577 -1.57832 -1.55610
29 O 5.22599 -1.13090 -2.69303
30 C 6.06149 -0.37896 -3.50432
31 C 6.11500 1.08619 -3.16574
32 O 6.66419 -0.86658 -4.41750
33 C 0.80191 0.49907 0.97039
34 O 2.15724 0.21143 0.80865
35 C 2.94872 1.40010 0.86950
36 C 4.37883 1.09988 0.53648
37 N -1.22867 -0.89086 1.22521
38 C -1.92168 -2.18339 0.85004
39 C -2.94951 -2.31865 -0.25342
40 O -2.69276 -2.91327 -1.28208
41 F -4.20736 -1.95499 -0.01134
42 P -0.53758 -1.68194 2.92920
43 O -1.03960 -0.59760 4.00392
44 Cl 1.47668 -1.49632 3.23582
45 H -5.53271 3.63539 3.69318
46 H -5.24987 2.73194 5.14228
47 H -3.89039 3.24201 4.13079
48 H -5.17212 1.88670 2.27148
49 H -5.98321 1.15121 3.61861
50 H -3.09806 1.04370 4.15056
51 H -4.32487 -0.09567 4.25555
52 H -3.22136 -1.20344 2.83986
53 H -4.29165 -0.45216 1.77762
54 H -4.06286 0.10991 -0.99152
55 H -4.75456 0.92900 0.36450
56 H -3.74936 3.52343 -2.25103
57 H -0.87760 -1.15384 -2.56192
58 H -2.41351 -0.78565 -1.79845
59 H -2.97178 0.79412 -4.70390
60 H -2.67634 -0.86785 -4.18263
61 H -3.78092 0.20929 -3.28533
62 H 0.59193 0.61917 -2.74805
63 H 1.46699 0.92625 -1.33701
64 H 1.16604 -1.33057 -1.28959
65 H -0.25243 -2.19112 -1.01452
66 H 1.24071 -3.64280 -0.50838
67 H 0.82862 -3.22524 1.06829
68 H 3.15672 -3.70626 0.63980
69 H 3.15139 -2.07440 1.19706
70 H 3.45238 -2.99409 -1.68238
71 H 3.26839 -1.30798 -1.16148
72 H 5.41579 -3.26058 -0.33620
73 H 5.20992 -1.73930 0.43991
74 H 6.74415 -2.27221 -1.85284
75 H 6.48980 -0.74420 -1.09303
76 H 6.14612 1.20881 -2.09050
77 H 6.95946 1.56310 -3.62978
78 H 5.17854 1.51373 -3.50454
79 H 0.60150 1.52351 0.67701
80 H 0.59273 0.54977 2.04293
81 H 2.82515 1.83859 1.85935
82 H 2.57852 2.12199 0.14839
83 H 4.84357 0.43546 1.24458
84 H 4.40163 0.67569 -0.45951
85 H 4.89837 2.04770 0.47014
86 H -1.20736 -2.97127 0.69797
87 H -2.44222 -2.59026 1.71148
88 H -0.88633 -1.00524 4.86826

Calculated values
Maximum force = 3.9 eV/A
SMILES string = CCCC[C@]1(F)[C@](I)(CC(=O)O)O[C@@](COC)(CC(=O)Cl)[C@@](CCCCCCOC(C)=O)(COCC)[N@@+]1(CC(=O)F)P(O)Cl
E_HOMO = -12.126 eV
Total charge = +1
Calculated total energy = -98537.211 eV

Atom charges from the Löwdin analysis, given in e for atoms 1 to 4: C -0.13; C -0.27; C -0.18; C -0.11

=====

(2)
Formula: C27H44MnN3P3S
Source: OMol25
Level of theory: the ωB97M-V functional and the def2-TZVPD basis

Cartesian coordinates (Å):
1 Mn 0.02637 0.11786 0.07566
2 P 2.00378 1.09714 0.93974
3 P -1.82821 1.62567 0.15737
4 P 0.54430 0.87796 -2.19908
5 H -1.14524 -2.22543 -0.18743
6 C -0.42313 -1.68455 -0.81200
7 C 0.98312 -1.64624 -0.39725
8 H 1.29005 -2.17755 0.51259
9 C 2.60635 0.73248 2.63105
10 C 1.86614 2.92178 1.00739
11 C 3.52110 0.78468 -0.03491
12 C -3.31343 0.92211 -0.65875
13 C -2.56892 2.14325 1.75521
14 C -1.64782 3.27950 -0.63368
15 C 1.69440 -0.13245 -3.22463
16 C 1.26805 2.54158 -2.48222
17 C -0.93789 0.89685 -3.28848
18 H -0.69060 -1.62771 -1.87152
19 H 1.79341 -1.54612 -1.13126
20 H 2.62622 -0.35024 2.80753
21 H 1.95626 1.19368 3.38246
22 H 3.62598 1.12527 2.76418
23 H 1.00710 3.20520 1.62816
24 H 1.73138 3.35893 0.01148
25 H 2.77857 3.33051 1.45957
26 H 3.69260 -0.29655 -0.09844
27 H 4.37132 1.24658 0.48538
28 H 3.46300 1.18535 -1.05426
29 H -4.14747 1.63131 -0.56847
30 H -3.57805 -0.01222 -0.14908
31 H -3.12998 0.69974 -1.71556
32 H -3.49465 2.70812 1.58144
33 H -1.87101 2.78046 2.30653
34 H -2.79439 1.25962 2.36190
35 H -2.53498 3.88274 -0.39583
36 H -1.55516 3.21550 -1.72284
37 H -0.76495 3.79389 -0.23425
38 H 1.79064 0.33993 -4.21290
39 H 1.30719 -1.14850 -3.36662
40 H 2.68801 -0.18924 -2.76385
41 H 1.30986 2.69018 -3.57019
42 H 2.28682 2.61293 -2.08183
43 H 0.65080 3.33170 -2.04150
44 H -0.61092 1.13417 -4.30988
45 H -1.67584 1.64128 -2.97054
46 H -1.41650 -0.09038 -3.30142
47 C -0.58094 -2.73577 -6.96206
48 C -1.75375 -2.94688 -7.71368
49 C -2.01278 -4.20450 -8.26501
50 C -1.10700 -5.25652 -8.08356
51 C 0.07445 -5.04226 -7.36391
52 C 0.34296 -3.78907 -6.80977
53 S -0.23919 -1.19905 -6.21674
54 H -1.44602 -0.59953 -6.40039
55 H -2.45050 -2.12157 -7.84991
56 H -2.92723 -4.36746 -8.83902
57 H -1.32043 -6.24194 -8.50362
58 H 0.79070 -5.85355 -7.23093
59 H 1.26032 -3.60959 -6.25042
60 N -0.02034 1.32642 10.76599
61 C -0.03409 1.04997 9.62788
62 C -0.05549 0.68484 8.23665
63 C -1.12822 1.07592 7.42019
64 C -1.15775 0.68345 6.08147
65 C -0.17966 -0.19573 5.61480
66 C 0.89030 -0.60613 6.41896
67 C 0.98069 -0.10383 7.72185
68 N -0.30729 -0.70736 4.29945
69 C -0.02321 -2.01046 3.87905
70 C -0.13981 -2.00676 2.52796
71 N -0.38531 -0.70136 2.09212
72 C -0.52644 0.03656 3.18804
73 H -1.92989 1.68618 7.83138
74 H -1.96968 0.98959 5.42288
75 H 1.65112 -1.28166 6.02429
76 H 1.84988 -0.34113 8.33824
77 H 0.18677 -2.80726 4.56127
78 H -0.01915 -2.84319 1.85992
79 H -0.74481 1.09814 3.21916

Calculated values
Maximum force = 2.8 eV/A
E_HOMO (alpha / beta) = -15.283 / -15.285 eV
Spin multiplicity = 5
ΔE to the lowest compared entry with this formula, charge and spin = 0.0 kJ/mol
Total charge = +3
Calculated total energy = -103179.744 eV

Atom charges from the Löwdin analysis, given in e for atoms 1 to 4: Mn 0.25; P 0.79; P 0.79; P 0.83

=====

(3)
Formula: C27H44N2O15
Source: OMol25
Level of theory: the ωB97M-V functional and the def2-TZVPD basis

Cartesian coordinates (Å):
1 C 2.77340 3.59681 -0.30984
2 C 2.23940 3.19581 -1.64284
3 C 3.29140 3.08281 -2.78884
4 O 3.37040 1.67681 -3.03984
5 C 2.36740 1.03181 -2.43884
6 O 2.27940 -0.15519 -2.40184
7 O 1.68640 1.80981 -1.61884
8 H 1.94140 4.00881 0.19816
9 H 3.49340 4.39981 -0.42084
10 H 3.43040 2.88281 0.28316
11 H 1.43440 3.80581 -2.01184
12 H 4.17040 3.69881 -2.44684
13 H 3.07240 3.52881 -3.77484
14 C 2.93140 -2.44719 -5.73684
15 C 1.57240 -2.34719 -5.08384
16 C 0.48240 -1.96419 -6.05384
17 O -0.12560 -3.16319 -6.35184
18 C 0.33140 -4.11019 -5.60684
19 O 0.07840 -5.28919 -5.70184
20 O 1.20940 -3.62819 -4.72784
21 H 3.31640 -1.46219 -6.02384
22 H 2.94040 -3.10519 -6.52984
23 H 3.64240 -2.89619 -4.99784
24 H 1.54040 -1.73419 -4.15684
25 H 0.78540 -1.49419 -6.95684
26 H -0.08760 -1.11419 -5.65184
27 C 0.64240 -2.49519 2.54216
28 C 1.78340 -1.42119 2.48516
29 C 2.32640 -1.16119 1.06416
30 O 2.25340 0.26881 1.02616
31 C 1.73340 0.80381 2.08616
32 O 1.54340 2.03881 2.29116
33 O 1.37840 -0.19519 2.97116
34 H 1.13140 -3.43619 2.94316
35 H 0.11340 -2.68619 1.63116
36 H -0.05060 -2.14219 3.35016
37 H 2.60440 -1.58719 3.11716
38 H 1.63540 -1.64319 0.29916
39 H 3.34940 -1.41819 0.91916
40 C -0.50560 5.47181 0.34216
41 C -0.52060 4.80781 1.76516
42 C -0.59460 5.93481 2.83916
43 O -1.45660 5.39981 3.81816
44 C -2.11260 4.47181 3.34716
45 O -2.98060 3.84981 3.88716
46 O -1.63260 4.06381 2.08916
47 H -1.44160 6.05981 0.20416
48 H -0.43460 4.74081 -0.49784
49 H 0.35040 6.12081 0.27816
50 H 0.41240 4.21181 1.99616
51 H -0.90360 7.01481 2.56916
52 H 0.51440 6.09881 3.23216
53 C -2.10560 -5.08219 2.49816
54 O -1.21360 -5.34519 1.42116
55 C -1.33960 -4.54419 0.32516
56 O -2.35460 -3.63119 0.20616
57 O -0.57360 -4.90719 -0.68684
58 C -0.68360 -4.08219 -1.95484
59 H -3.05060 -5.24519 2.08116
60 H -1.90660 -4.02919 2.75116
61 H -1.86260 -5.65219 3.40416
62 H 0.07040 -3.32519 -1.99884
63 H -1.64460 -3.63719 -2.03884
64 H -0.72460 -4.66019 -2.94084
65 C -2.35160 0.84881 3.17016
66 C -2.70260 -0.63519 3.31816
67 C -2.35460 -1.05219 4.79816
68 C -2.43160 -2.52219 5.08416
69 N -2.47560 -3.67019 5.31216
70 H -2.78960 1.09381 2.21316
71 H -1.27260 1.10381 3.27416
72 H -2.93260 1.39081 3.89616
73 H -2.16860 -1.15119 2.48716
74 H -3.74960 -0.80219 3.11816
75 H -3.05460 -0.80019 5.56116
76 H -1.38160 -0.63219 5.12316
77 C -1.52660 1.84581 -0.21184
78 C -0.86060 0.53781 0.04316
79 C -1.62660 -0.57019 -0.64484
80 C -1.44560 -0.55019 -2.13084
81 N -1.30760 -0.55419 -3.27084
82 H -1.34160 2.12981 -1.26284
83 H -1.12260 2.62981 0.38016
84 H -2.62260 1.78381 -0.07584
85 H -0.85260 0.34381 1.11716
86 H 0.17440 0.52481 -0.31184
87 H -2.62760 -0.64319 -0.27684
88 H -1.09160 -1.48819 -0.37984

Calculated values
Maximum force = 7.3 eV/A
SMILES string = C[C@H]1COC(=O)O1.C[C@H]1COC(=O)O1.C[C@H]1COC(=O)O1.C[C@H]1COC(=O)O1.COC(=O)OC.CCCC#N.CCCC#N
E_HOMO = -10.295 eV
ΔE to the lowest compared entry with this formula, charge and spin = 89.0 kJ/mol
Total charge = 0
Calculated total energy = -62401.778 eV

Atom charges from the Löwdin analysis, given in e for atoms 1 to 4: C -0.02; C -0.24; C -0.08; O 0.08